110
Properties=species:S:1:pos:R:3:forces:R:3 method="wB97M-V/def2-TZVPD" molar_mass_da=933.21 multiplicity=5 s_squared=6.08 charge=0 orbital_gap_ev="6.61 / 6.91" de_lowest_ev=3.7595
Ir -0.6132 0.8637 -0.5904 0.2671 0.1657 0.3651
C 0.4971 1.9648 1.0032 -0.0445 -0.0690 -0.0026
C 0.1670 1.3345 2.2702 0.0435 -0.0138 0.0324
C -1.2213 1.5992 2.5262 0.0004 0.0360 0.0038
C -1.6824 2.3970 1.4850 -0.0503 -0.0316 -0.0147
C -0.6355 2.7221 0.5396 -0.1487 -0.0983 -0.1828
C -0.5997 4.1348 -0.0475 -0.0149 0.0257 0.0526
C -0.7676 5.1140 1.1299 -0.0100 0.0043 0.0045
C -1.7523 4.3469 -1.0292 0.0008 0.0121 -0.0075
C 0.7333 4.4721 -0.7104 -0.0027 0.0108 0.0100
C -2.1625 1.2481 3.6855 0.0271 0.0374 0.0298
C -2.1153 -0.2283 4.1037 0.0490 0.0158 -0.0117
C -1.8522 2.1466 4.8953 -0.0135 0.0049 0.0373
C -3.6155 1.5640 3.2861 -0.0025 -0.0061 -0.0038
C 1.2329 0.5578 3.0428 -0.0217 0.0015 -0.0249
C 1.3116 0.9520 4.5243 0.0371 -0.0493 -0.0156
C 2.6288 0.8768 2.4797 -0.0040 -0.0223 0.0067
C 0.9973 -0.9593 2.9195 0.0305 -0.0065 0.0192
H 1.5103 2.2069 0.7192 -0.0065 0.0165 0.0068
H -2.6900 2.7691 1.3857 0.0208 -0.0096 -0.0141
H -1.7601 5.0360 1.5759 0.0125 -0.0010 -0.0004
H -0.6283 6.1428 0.7879 -0.0038 -0.0094 0.0010
H -0.0300 4.9086 1.9099 -0.0054 0.0034 -0.0098
H -2.7110 4.0939 -0.5717 0.0155 0.0001 -0.0091
H -1.6349 3.7236 -1.9147 -0.0027 -0.0020 0.0100
H -1.7953 5.3924 -1.3456 0.0002 -0.0103 0.0041
H 1.5566 4.4096 0.0046 -0.0075 -0.0062 -0.0082
H 0.7032 5.4961 -1.0899 0.0011 -0.0076 0.0023
H 0.9504 3.8182 -1.5474 0.0172 -0.0373 -0.0421
H -1.2441 -0.4655 4.7073 0.0928 0.0452 0.0442
H -2.1111 -0.8870 3.2361 0.0528 0.0413 0.0648
H -2.9927 -0.4683 4.7087 0.0100 0.0106 0.0082
H -0.8407 2.0088 5.2699 -0.1349 0.0635 -0.0115
H -2.5493 1.9275 5.7092 0.0003 0.0073 -0.0096
H -1.9680 3.1973 4.6212 -0.0015 -0.0076 0.0031
H -3.8937 1.1072 2.3357 -0.0137 -0.0475 0.0117
H -3.7799 2.6392 3.2000 0.0047 -0.0038 -0.0134
H -4.2919 1.1942 4.0586 0.0047 0.0082 0.0051
H 1.4374 2.0313 4.6321 -0.0099 -0.0055 0.0016
H 2.1796 0.4659 4.9767 -0.0066 -0.0014 -0.0053
H 0.4414 0.6505 5.0951 -0.0452 -0.0945 -0.0087
H 2.8555 1.9412 2.5746 -0.0009 -0.0112 0.0016
H 2.7352 0.5977 1.4347 -0.0078 -0.0199 -0.0457
H 3.3775 0.3231 3.0497 -0.0040 0.0028 -0.0086
H 0.1574 -1.2913 3.5259 0.0439 0.0024 -0.0605
H 1.8864 -1.5074 3.2462 -0.0173 0.0101 0.0046
H 0.7816 -1.2332 1.8863 0.0234 -0.0140 -0.0462
F -1.7125 -0.8444 -3.7270 -0.0511 0.1038 -0.0761
C -3.0298 -1.0397 -3.5386 0.0947 0.0475 -0.0422
F -3.6419 -0.6795 -4.6898 0.0092 -0.0158 -0.0223
F -3.2346 -2.3375 -3.3574 -0.0236 -0.0265 -0.0066
S -3.7959 0.0354 -2.1481 -0.0984 -0.0247 0.2263
O -1.0167 -2.2512 -1.5706 0.0982 -0.0491 0.1387
O -4.3031 -0.9890 -1.2310 0.0230 0.0125 0.0446
O -2.5356 0.7209 -1.6312 0.1441 0.0896 -0.1994
C -1.0372 -6.0267 1.4350 0.0033 0.0066 -0.0008
C -1.3484 -4.5827 1.1311 -0.0178 0.0072 0.0544
C -2.4529 -3.9560 1.7439 -0.0010 -0.0542 -0.0287
C -2.7979 -2.6232 1.4511 -0.0181 -0.0161 -0.0005
C -4.0894 -2.0648 1.9807 -0.0191 0.0075 -0.0380
C -1.9977 -1.8943 0.6215 -0.0070 0.0230 -0.0357
C -0.9176 -2.5164 -0.1591 0.0928 -0.0805 -0.0354
C -0.6066 -3.9038 0.2141 0.0201 0.0720 0.0139
N 0.0292 -1.5718 -0.8271 -0.1877 0.0544 -0.1285
C 1.3906 -1.8921 -1.3987 -0.0316 -0.0057 0.0340
C 1.3344 -1.4835 -2.8754 0.0017 0.0368 -0.0050
C 2.7299 -1.5659 -3.5058 -0.0068 -0.0114 0.0148
C 3.7178 -0.6704 -2.7518 -0.0036 0.0161 0.0065
C 3.7771 -1.0944 -1.2835 -0.0011 -0.0125 -0.0083
C 4.2705 -2.5396 -1.2014 0.0027 -0.0029 -0.0010
C 3.2964 -3.4368 -1.9657 -0.0013 0.0132 0.0021
C 3.2251 -3.0118 -3.4335 0.0004 0.0023 -0.0031
C 1.9036 -3.3356 -1.3289 -0.0556 -0.0180 -0.0103
C 2.3816 -0.9990 -0.6572 -0.0131 -0.0003 0.0117
H -1.5984 -6.3759 2.3009 0.0078 0.0067 -0.0021
H 0.0246 -6.1647 1.6420 -0.0081 -0.0021 -0.0099
H -1.2967 -6.6664 0.5896 -0.0080 0.0079 0.0057
H -3.0732 -4.5246 2.4272 0.0154 0.0064 -0.0007
H -4.4751 -2.6737 2.7988 0.0080 0.0109 0.0073
H -4.8239 -2.0498 1.1739 -0.0035 -0.0041 -0.0067
H -3.9779 -1.0447 2.3366 -0.0416 0.0167 -0.0506
H -2.2545 -0.8690 0.3870 -0.0283 0.0152 -0.0464
H 0.1502 -4.4418 -0.3198 0.0363 -0.0063 -0.0597
H 0.9291 -0.4737 -2.9498 0.0162 -0.0719 0.0009
H 0.6393 -2.1413 -3.4013 0.0102 0.0000 0.0063
H 2.6637 -1.2472 -4.5496 0.0045 0.0042 -0.0068
H 3.4274 0.3779 -2.8285 0.0495 -0.0803 0.0039
H 4.7102 -0.7489 -3.2046 -0.0010 0.0039 0.0040
H 4.4552 -0.4370 -0.7327 0.0026 0.0032 -0.0010
H 4.3359 -2.8595 -0.1565 -0.0027 0.0009 -0.0060
H 5.2735 -2.6184 -1.6304 -0.0038 0.0032 0.0038
H 3.6249 -4.4771 -1.8991 -0.0005 -0.0041 -0.0022
H 2.5456 -3.6710 -3.9822 0.0045 0.0033 0.0052
H 4.2115 -3.0982 -3.8982 -0.0013 0.0031 -0.0006
H 1.9713 -3.6624 -0.2895 -0.0037 -0.0001 0.0097
H 1.2240 -3.9956 -1.8716 -0.0286 -0.0098 0.0253
H 2.0163 0.0354 -0.6834 -0.0010 0.0131 0.0183
H 2.4261 -1.3031 0.3902 -0.0106 0.0139 0.0545
N 4.3956 2.4734 -4.6921 -0.0303 -0.0036 -0.0011
C 3.2668 2.3732 -4.5029 -0.0178 0.0290 -0.0084
C 1.8556 2.2452 -4.2607 0.0347 0.0525 -0.0370
C 0.9271 2.4212 -5.2841 0.0452 0.0004 -0.0253
C -0.4113 2.3027 -4.9756 -0.0534 0.0018 0.0175
C -0.7785 1.9941 -3.6734 0.0652 0.0194 -0.0189
N 0.1093 1.8020 -2.6959 -0.1016 -0.1444 -0.0915
C 1.3995 1.9417 -2.9863 -0.0328 0.0506 0.1268
H 1.2603 2.6509 -6.2871 -0.0024 0.0018 0.0015
H -1.1753 2.4369 -5.7281 0.0073 0.0022 0.0030
H -1.8143 1.8932 -3.3871 -0.0365 -0.0640 0.0126
H 2.0958 1.8150 -2.1667 -0.0183 0.0058 -0.0100